This record from the Open Molecules 2025 dataset describes a molecular structure, C3H7NO in a non-equilibrium geometry. The level of theory is ωB97M-V/def2-TZVPD.

Output
Orbital gap (eV): 10.40
LUMO energy (eV): 0.9
HOMO energy (eV): -9.5
Relative energy (zero: lowest compared OMol25 entry of this formula, charge and spin) (eV): 4.765
Total charge: 0
DFT total energy (Ha): -248.351389

CARTESIAN COORDINATES (ANGSTROEM)
C (-1.4112, 0.8353, 1.2451)
O (-0.5388, 0.6776, 0.1257)
C (0.0921, -0.4902, 0.0557)
C (1.2572, -0.2367, -1.3683)
N (0.1269, -1.5841, 0.6565)
H (-2.1951, 0.0732, 1.2353)
H (-0.8455, 0.7642, 2.1793)
H (-1.8426, 1.8309, 1.1299)
H (0.6145, -0.0210, -2.2219)
H (1.9491, -1.0627, -1.6802)
H (1.8788, 0.6207, -1.1024)
H (0.9144, -1.4072, -0.2547)

Formally, the Mulliken partial charges of the atoms, in units of the elementary charge, are as follows: -0.6561, -0.3446, 0.4077, -1.1019, -0.6754, 0.2959, 0.2952, 0.2363, 0.3017, 0.3730, 0.2962, 0.5720